The following is a quantum chemistry calculation of a cluster of 10 separate species, C53H122N14O10 in total in a non-equilibrium geometry, from OMol25.

Last column: Mulliken charge in e.
Element x y z (Å)
1 C -4.827 -1.503 1.406  -2.030
2 C -5.520 -2.282 0.294  1.441
3 C -6.259 -3.492 0.936  -1.617
4 C -6.570 -1.386 -0.373  -1.299
5 C -7.037 -1.886 -1.719  -0.776
6 C -5.787 -1.921 -2.613  -1.255
7 C -4.737 -2.910 -2.124  1.713
8 C -5.175 -4.345 -2.506  -1.989
9 C -3.429 -2.606 -2.868  -2.386
10 N -4.579 -2.772 -0.692  1.213
11 O -3.588 -3.596 -0.125  -0.742
12 H -5.613 -1.166 2.093  0.518
13 H -4.165 -2.147 1.981  0.370
14 H -4.326 -0.605 1.044  0.310
15 H -7.249 -3.251 1.328  0.350
16 H -6.381 -4.293 0.206  0.334
17 H -5.673 -3.940 1.742  0.371
18 H -7.414 -1.276 0.313  0.502
19 H -6.122 -0.392 -0.477  0.339
20 H -7.592 -2.826 -1.762  0.357
21 H -7.718 -1.176 -2.200  0.426
22 H -5.456 -0.882 -2.651  0.297
23 H -6.068 -2.251 -3.617  0.480
24 H -6.130 -4.576 -2.036  0.387
25 H -4.448 -5.067 -2.131  0.353
26 H -5.173 -4.412 -3.593  0.484
27 H -2.635 -3.227 -2.459  0.534
28 H -3.206 -1.537 -2.904  0.337
29 H -3.540 -2.835 -3.933  0.637
30 H -2.764 -3.130 -0.307  0.228
31 C 1.182 1.128 1.202  -0.204
32 C 1.332 -0.332 0.729  3.217
33 C 2.674 -0.863 1.214  -1.894
34 C 0.294 -1.236 1.400  -1.372
35 C -1.108 -0.993 0.854  -0.450
36 C -1.125 -1.215 -0.671  -1.603
37 C 0.004 -0.503 -1.459  3.490
38 C 0.206 -1.342 -2.715  -2.527
39 C -0.462 0.935 -1.749  -1.066
40 N 1.261 -0.506 -0.715  1.135
41 O 2.257 0.244 -1.360  -0.461
42 H 2.085 1.357 1.770  0.221
43 H 1.210 1.900 0.434  -1.455
44 H 0.287 1.303 1.790  -0.243
45 H 2.944 -0.657 2.251  0.104
46 H 2.690 -1.953 1.099  0.334
47 H 3.535 -0.522 0.629  0.106
48 H 0.559 -2.274 1.187  -0.071
49 H 0.275 -1.001 2.466  0.715
50 H -1.731 -1.782 1.288  0.278
51 H -1.562 -0.028 1.079  0.124
52 H -2.038 -0.716 -1.000  -0.293
53 H -1.182 -2.278 -0.906  0.673
54 H 0.478 -2.358 -2.433  0.430
55 H 1.065 -0.934 -3.262  0.513
56 H -0.621 -1.333 -3.421  0.080
57 H -1.485 1.109 -2.071  0.297
58 H 0.279 1.463 -2.352  0.149
59 H -0.363 1.496 -0.812  -0.266
60 H 2.972 -0.372 -1.566  0.280
61 C -3.571 4.612 -7.228  -2.050
62 C -2.956 3.233 -7.158  1.798
63 C -4.002 2.127 -7.285  -1.736
64 C -1.998 3.104 -8.346  -1.425
65 C -1.119 1.870 -8.310  -0.649
66 C -0.219 2.036 -7.100  -1.468
67 C -0.991 2.234 -5.772  2.432
68 C -1.388 0.883 -5.191  -1.916
69 C 0.001 2.953 -4.861  -2.853
70 N -2.100 3.165 -5.981  0.483
71 O -2.840 3.260 -4.773  -0.507
72 H -4.277 4.709 -6.384  0.441
73 H -2.880 5.431 -7.043  0.383
74 H -4.234 4.736 -8.084  0.411
75 H -4.676 2.354 -8.111  0.446
76 H -3.574 1.134 -7.393  0.274
77 H -4.582 2.056 -6.358  0.360
78 H -2.517 3.285 -9.297  0.527
79 H -1.339 3.987 -8.386  0.394
80 H -1.707 0.956 -8.177  0.311
81 H -0.673 1.753 -9.300  0.366
82 H 0.447 2.883 -7.278  0.405
83 H 0.393 1.133 -7.014  0.406
84 H -1.910 0.215 -5.878  0.254
85 H -2.031 1.065 -4.326  0.495
86 H -0.528 0.348 -4.791  0.280
87 H -0.362 3.113 -3.845  0.556
88 H 0.216 3.944 -5.276  0.673
89 H 1.000 2.510 -4.792  0.510
90 H -2.915 4.200 -4.586  0.350
91 C 0.833 6.499 4.049  -1.622
92 C 0.891 5.067 3.487  1.418
93 C 2.257 4.789 2.895  -1.827
94 C 0.677 4.063 4.656  -1.014
95 C -0.782 3.785 5.039  -0.948
96 C -1.610 3.455 3.809  -0.581
97 C -1.569 4.604 2.807  1.497
98 C -2.228 4.067 1.520  -1.754
99 C -2.305 5.855 3.266  -1.904
100 N -0.151 4.811 2.485  1.384
101 O -0.026 5.712 1.381  -0.648
102 H 0.483 7.239 3.328  0.236
103 H 0.151 6.571 4.901  0.375
104 H 1.815 6.821 4.401  0.452
105 H 2.399 5.329 1.958  0.531
106 H 3.076 5.051 3.570  0.486
107 H 2.483 3.740 2.701  -0.161
108 H 1.215 3.139 4.429  0.205
109 H 1.155 4.527 5.523  0.451
110 H -0.867 3.025 5.812  0.440
111 H -1.114 4.745 5.447  0.339
112 H -2.653 3.299 4.112  0.560
113 H -1.305 2.512 3.351  -0.189
114 H -1.518 3.424 1.004  0.019
115 H -2.526 4.876 0.852  0.361
116 H -3.123 3.493 1.769  0.477
117 H -1.812 6.279 4.148  0.344
118 H -3.350 5.725 3.538  0.412
119 H -2.134 6.651 2.537  0.373
120 H 0.189 5.123 0.648  0.147
121 C -0.595 -5.845 5.961  -1.715
122 C 0.364 -4.941 6.743  1.853
123 C -0.392 -4.130 7.794  -1.995
124 C 1.354 -5.816 7.507  -1.269
125 C 2.367 -6.530 6.599  -0.733
126 C 3.086 -5.508 5.763  -1.392
127 C 2.252 -4.412 5.060  2.101
128 C 3.125 -3.191 4.872  -2.171
129 C 1.858 -5.007 3.682  -1.916
130 N 1.100 -4.015 5.881  0.027
131 O 0.153 -3.249 5.143  -0.395
132 H -1.424 -5.310 5.496  0.333
133 H -0.020 -6.334 5.175  0.336
134 H -1.082 -6.613 6.567  0.391
135 H 0.220 -3.340 8.234  0.450
136 H -1.294 -3.671 7.390  0.372
137 H -0.644 -4.772 8.644  0.407
138 H 1.859 -5.263 8.302  0.375
139 H 0.778 -6.596 8.012  0.490
140 H 3.047 -7.014 7.308  0.382
141 H 1.895 -7.383 6.110  0.368
142 H 3.640 -5.967 4.933  0.463
143 H 3.909 -5.063 6.329  0.430
144 H 3.845 -3.310 4.051  0.420
145 H 3.642 -2.826 5.755  0.444
146 H 2.542 -2.360 4.452  0.312
147 H 2.748 -4.935 3.049  0.563
148 H 1.129 -4.495 3.040  0.338
149 H 1.544 -6.046 3.754  0.334
150 H 0.208 -3.576 4.235  0.376
151 C 4.099 2.811 -0.151  0.013
152 O 3.791 3.665 -1.238  -0.510
153 C 2.630 4.390 -1.003  0.373
154 C 2.072 4.959 -2.284  0.945
155 C 3.033 6.010 -2.882  -1.646
156 N 0.729 5.495 -2.030  -0.441
157 H 3.247 2.167 0.070  -0.091
158 H 4.147 3.442 0.751  0.366
159 H 5.027 2.278 -0.293  0.049
160 H 1.845 3.699 -0.643  -0.351
161 H 2.771 5.208 -0.281  0.080
162 H 2.000 4.191 -3.062  -0.242
163 H 3.311 6.711 -2.085  0.313
164 H 2.596 6.592 -3.693  0.439
165 H 3.946 5.506 -3.203  0.375
166 H 0.469 6.146 -2.758  0.313
167 H 0.722 5.986 -1.141  0.148
168 N 6.219 -1.221 1.966  -0.289
169 C 6.260 -0.107 1.174  0.479
170 N 6.605 -0.378 -0.126  -0.455
171 O 6.009 1.037 1.537  -0.581
172 H 5.857 -1.206 2.901  0.174
173 H 6.558 -2.094 1.606  0.156
174 H 6.540 -1.314 -0.483  0.161
175 H 6.585 0.398 -0.761  0.258
176 N 3.972 -5.041 -2.305  -0.380
177 C 3.665 -3.799 -1.817  0.468
178 N 2.476 -3.736 -1.107  -0.240
179 O 4.381 -2.821 -1.967  -0.639
180 H 3.520 -5.878 -1.991  0.164
181 H 4.723 -5.118 -2.963  0.230
182 H 1.925 -4.535 -1.380  0.268
183 H 2.087 -2.829 -0.899  0.007
184 N 4.362 1.407 4.612  -0.270
185 C 4.703 2.739 4.625  0.456
186 N 5.124 3.196 3.394  -0.184
187 O 4.680 3.428 5.626  -0.668
188 H 4.357 0.878 3.760  0.111
189 H 3.878 1.109 5.438  0.195
190 H 5.571 4.093 3.303  0.237
191 H 5.601 2.542 2.771  0.294
192 N 1.350 -6.724 -4.486  -0.400
193 C 0.810 -5.499 -4.781  0.565
194 N 0.886 -5.141 -6.113  -0.421
195 O 0.279 -4.777 -3.960  -0.521
196 H 2.016 -7.107 -5.132  0.171
197 H 1.321 -7.113 -3.564  0.206
198 H 0.385 -4.324 -6.405  0.218
199 H 1.696 -5.419 -6.637  0.185

* Kohn-Sham gap: 7.65 eV
* E_tot: -98273.609 eV
* HOMO: -0.2825 hartree
* strongest force on any atom: 2.226 eV/Å

The following is a quantum chemistry calculation of a structure of composition C53H131Br3F3N11O11 in a non-equilibrium geometry, from OMol25.

Last column: Mulliken spin population.
Element x y z (Å)
1 C 2.362 -0.802 -2.576  -0.027
2 C 1.023 -1.241 -1.907  0.009
3 N 0.294 -0.180 -1.229  0.001
4 C -0.325 0.910 -1.812  0.015
5 C -0.939 1.623 -0.770  0.019
6 N -0.771 0.945 0.426  -0.015
7 C 0.059 -0.149 0.168  -0.046
8 C -1.307 1.185 1.783  -0.036
9 H 2.242 -0.245 -3.506  0.008
10 H 2.954 -1.653 -2.912  0.001
11 H 2.995 -0.089 -2.047  0.027
12 H 1.310 -2.049 -1.234  0.005
13 H 0.356 -1.719 -2.625  -0.001
14 H -0.303 1.032 -2.884  -0.012
15 H -1.489 2.551 -0.711  0.001
16 H 0.358 -0.822 0.958  -0.010
17 H -2.171 1.842 1.691  0.001
18 H -0.544 1.593 2.446  0.039
19 H -1.654 0.277 2.275  0.007
20 C 0.288 -0.713 4.691  0.000
21 O -0.872 0.154 4.676  0.005
22 O 0.305 -1.390 3.514  0.006
23 C 1.546 0.151 5.045  0.000
24 F 1.556 0.521 6.366  0.000
25 F 2.696 -0.601 4.899  0.000
26 F 1.670 1.320 4.380  0.000
27 C -1.571 0.510 5.927  0.000
28 C -2.621 1.619 5.586  0.000
29 H -3.138 1.951 6.486  0.000
30 H -2.100 2.450 5.111  0.000
31 H -3.372 1.279 4.874  0.000
32 H -0.855 0.948 6.623  0.000
33 H -2.118 -0.282 6.437  0.000
34 H 0.262 -1.375 5.557  0.000
35 C 3.580 3.372 -1.613  0.179
36 Br 4.300 2.287 -3.077  0.216
37 Br 2.915 2.170 -0.140  0.378
38 Br 2.225 4.612 -2.336  0.234
39 H 4.417 3.983 -1.275  0.009
40 C 1.533 -3.556 -4.771  0.001
41 C 2.539 -2.953 -5.759  -0.006
42 C 3.603 -3.945 -6.215  0.001
43 C 4.784 -4.110 -5.171  -0.001
44 C 5.976 -4.989 -5.637  0.000
45 C 5.508 -6.425 -5.917  0.000
46 H 0.845 -2.764 -4.478  0.000
47 H 2.111 -3.882 -3.907  0.000
48 H 0.949 -4.399 -5.142  0.000
49 H 2.026 -2.610 -6.657  0.000
50 H 3.067 -2.128 -5.281  0.006
51 H 4.031 -3.449 -7.086  0.000
52 H 3.158 -4.854 -6.620  0.000
53 H 5.202 -3.126 -4.964  0.001
54 H 4.391 -4.485 -4.226  0.000
55 H 6.363 -4.583 -6.571  0.000
56 H 6.743 -4.938 -4.864  0.000
57 H 4.861 -6.892 -5.175  0.000
58 H 5.136 -6.425 -6.942  0.000
59 H 6.385 -7.068 -5.999  0.000
60 C 2.581 5.071 2.378  -0.016
61 C 1.189 4.913 3.057  -0.043
62 C 1.263 4.764 4.568  -0.006
63 O -0.061 4.924 5.153  0.001
64 C -0.201 4.271 6.420  0.000
65 N 0.444 6.142 2.712  0.002
66 H 3.317 4.451 2.889  0.001
67 H 3.024 6.066 2.437  0.000
68 H 2.518 4.821 1.319  0.017
69 H 0.664 4.018 2.725  0.037
70 H 1.889 5.564 4.963  -0.001
71 H 1.689 3.787 4.799  0.002
72 H 0.461 4.772 7.126  0.000
73 H 0.106 3.225 6.429  0.000
74 H -1.197 4.295 6.863  0.000
75 H -0.100 6.238 3.558  0.001
76 H 1.025 6.968 2.705  0.000
77 C 5.966 -0.200 -0.455  -0.005
78 C 6.726 -1.083 -1.461  0.003
79 C 6.761 -2.645 -1.207  0.000
80 O 7.360 -3.352 -2.345  0.000
81 C 7.439 -4.776 -2.103  0.000
82 N 6.054 -0.898 -2.746  -0.009
83 H 4.897 -0.304 -0.640  0.004
84 H 6.154 0.868 -0.566  0.002
85 H 6.196 -0.455 0.580  -0.003
86 H 7.744 -0.733 -1.631  0.000
87 H 5.735 -3.006 -1.132  0.000
88 H 7.257 -2.863 -0.261  0.000
89 H 8.131 -5.004 -1.293  0.000
90 H 7.804 -5.256 -3.011  0.000
91 H 6.517 -5.245 -1.758  0.000
92 H 6.416 -0.152 -3.322  0.002
93 H 6.344 -1.746 -3.213  0.003
94 C 0.346 2.990 -6.203  0.000
95 C 1.362 1.814 -6.188  -0.021
96 C 0.646 0.433 -6.267  -0.005
97 O -0.299 0.269 -5.183  0.000
98 C -1.297 -0.721 -5.457  0.000
99 N 2.289 2.071 -7.287  0.002
100 H 0.816 3.954 -6.396  0.002
101 H -0.153 3.032 -5.235  0.000
102 H -0.381 2.877 -7.007  -0.001
103 H 1.900 1.933 -5.248  0.022
104 H 1.334 -0.413 -6.273  0.001
105 H 0.181 0.390 -7.252  0.000
106 H -1.513 -1.125 -4.468  0.000
107 H -0.877 -1.570 -5.997  0.000
108 H -2.117 -0.220 -5.971  0.000
109 H 3.143 1.552 -7.145  0.001
110 H 2.760 2.931 -7.046  -0.001
111 C -2.948 5.419 -0.693  -0.001
112 C -1.475 5.552 -0.439  -0.019
113 C -0.942 6.934 -0.114  0.012
114 O -1.407 7.962 -1.080  -0.001
115 C -0.796 9.206 -0.952  0.000
116 N -1.218 4.622 0.609  0.000
117 H -3.573 5.263 0.187  0.001
118 H -3.002 4.572 -1.377  0.000
119 H -3.238 6.385 -1.106  0.000
120 H -0.949 5.205 -1.328  0.014
121 H 0.122 7.016 0.108  -0.001
122 H -1.330 7.431 0.775  0.000
123 H 0.291 9.152 -0.896  0.001
124 H -1.015 9.630 0.028  0.000
125 H -1.039 9.910 -1.747  0.000
126 H -0.382 5.012 1.020  -0.001
127 H -1.883 4.779 1.353  -0.001
128 C -2.170 -5.632 -4.029  0.000
129 C -2.708 -4.602 -3.016  0.000
130 C -3.457 -5.309 -1.848  0.000
131 O -4.159 -4.370 -1.071  0.000
132 C -4.915 -4.993 -0.043  0.000
133 N -1.534 -3.849 -2.654  0.000
134 H -2.978 -6.352 -4.155  0.000
135 H -1.327 -6.224 -3.672  0.000
136 H -1.904 -5.189 -4.989  0.000
137 H -3.335 -3.878 -3.537  0.000
138 H -2.719 -5.801 -1.214  0.000
139 H -4.147 -6.026 -2.292  0.000
140 H -4.283 -5.290 0.794  0.000
141 H -5.491 -5.872 -0.332  0.000
142 H -5.730 -4.394 0.363  0.000
143 H -1.183 -4.395 -1.880  0.000
144 H -1.908 -2.990 -2.277  0.000
145 C -4.616 -1.034 -2.695  0.000
146 C -3.914 -0.682 -1.381  -0.001
147 C -4.964 -0.355 -0.223  0.000
148 O -4.288 0.264 0.926  -0.002
149 C -5.132 0.889 1.828  0.000
150 N -3.156 -1.867 -0.979  0.001
151 H -3.962 -1.025 -3.567  0.000
152 H -5.380 -0.300 -2.951  0.000
153 H -5.173 -1.960 -2.556  0.000
154 H -3.102 0.042 -1.446  0.000
155 H -5.474 -1.260 0.106  0.000
156 H -5.717 0.346 -0.582  0.000
157 H -5.873 0.177 2.192  0.000
158 H -5.537 1.786 1.359  0.000
159 H -4.544 1.286 2.656  0.000
160 H -2.805 -1.782 -0.036  -0.001
161 H -3.652 -2.746 -0.948  0.000
162 C -2.905 6.859 3.678  0.000
163 C -3.185 5.417 4.143  0.000
164 C -4.646 5.119 4.062  0.000
165 O -5.375 6.072 4.668  0.000
166 C -6.792 5.924 4.481  0.000
167 N -2.356 4.508 3.335  -0.001
168 H -3.447 7.121 2.768  0.000
169 H -1.879 7.187 3.510  0.000
170 H -3.401 7.618 4.284  0.000
171 H -2.947 5.304 5.201  0.000
172 H -4.771 4.161 4.567  0.000
173 H -4.943 4.963 3.025  0.000
174 H -7.047 6.180 3.452  0.000
175 H -7.367 6.459 5.236  0.000
176 H -7.065 4.871 4.556  0.000
177 H -2.565 3.536 3.513  0.000
178 H -1.374 4.664 3.510  0.000
179 C 2.922 -2.307 1.254  -0.008
180 C 2.561 -3.735 1.552  0.010
181 C 3.415 -4.340 2.685  0.000
182 O 3.069 -5.679 2.846  0.000
183 C 3.832 -6.377 3.832  0.000
184 N 1.134 -3.780 1.894  0.000
185 H 2.363 -1.831 0.448  0.008
186 H 3.965 -2.353 0.942  -0.011
187 H 2.973 -1.694 2.155  -0.005
188 H 2.559 -4.338 0.644  0.000
189 H 3.145 -3.742 3.556  0.000
190 H 4.492 -4.209 2.586  0.000
191 H 3.253 -6.191 4.737  0.000
192 H 4.887 -6.104 3.852  0.000
193 H 3.961 -7.443 3.645  0.000
194 H 0.938 -3.021 2.531  -0.001
195 H 1.078 -4.643 2.416  0.000
196 C -2.318 -4.583 2.813  0.000
197 C -2.838 -3.204 2.242  0.000
198 C -3.438 -2.302 3.360  0.000
199 O -4.580 -2.910 3.940  0.000
200 C -5.257 -2.131 4.892  0.000
201 N -1.719 -2.612 1.618  0.000
202 H -1.822 -5.223 2.083  0.000
203 H -3.208 -5.130 3.124  0.000
204 H -1.639 -4.577 3.665  0.000
205 H -3.690 -3.291 1.568  0.001
206 H -3.752 -1.345 2.944  0.000
207 H -2.694 -2.201 4.150  0.000
208 H -4.584 -1.895 5.716  0.000
209 H -6.112 -2.731 5.204  0.000
210 H -5.559 -1.175 4.464  0.000
211 H -1.140 -3.391 1.339  0.000
212 H -1.139 -2.167 2.314  0.000

* spin multiplicity: 2
* total charge: -1
* expectation value of S²: 0.75
* Kohn-Sham gap (spin up / spin down): 3.55 / 7.79 eV
* E_tot: -314271.342 eV
* HOMO (spin up / spin down): -0.0565 / -0.2123 hartree
* strongest force on any atom: 3.964 eV/Å